No. 1
Below is a structure of composition C6H15NS in a non-equilibrium geometry, with properties calculated with ωB97M-V/def2-TZVPD.

Each line ends with the Mulliken charge.
Positions of all 23 atoms, in Å:
C (0.57, -1.23, 0.23)  -0.75
N (0.05, 0.11, 0.48)  -0.26
C (0.42, 1.07, -0.58)  0.62
C (0.59, 2.46, 0.04)  -1.21
S (1.21, 3.66, -1.16)  -0.20
C (-0.62, 1.06, -1.68)  -1.43
C (-0.08, -2.25, 1.16)  -0.45
C (-1.59, -2.34, 0.98)  -1.11
H (1.66, -1.26, 0.24)  0.40
H (0.28, -1.50, -0.80)  0.33
H (0.46, 0.43, 1.37)  0.23
H (1.42, 0.78, -0.93)  0.19
H (1.23, 2.42, 0.91)  0.44
H (-0.40, 2.80, 0.42)  0.42
H (2.86, 2.98, -0.74)  0.13
H (-0.79, 0.06, -2.07)  0.34
H (-0.31, 1.66, -2.53)  0.44
H (-1.55, 1.48, -1.31)  0.32
H (0.36, -3.23, 0.97)  0.32
H (0.14, -2.02, 2.22)  0.29
H (-1.84, -2.66, -0.04)  0.28
H (-2.06, -1.37, 1.14)  0.30
H (-2.02, -3.09, 1.66)  0.34

Values from the calculation:
* relative energy (zero: lowest compared OMol25 entry of this formula, charge and spin): 37.9 kcal/mol
* spin multiplicity: 1
* calculated total energy: -690.48096 hartree
* total charge: 0
* highest occupied orbital energy: -9.0 eV

No. 2
Below is a structure of composition C6H15O2P in a non-equilibrium geometry, with properties calculated with ωB97M-V/def2-TZVPD.

Each line ends with the Mulliken spin population.
Positions of all 24 atoms, in Å:
C (0.28, -1.31, 1.15)  -0.01
C (0.18, 1.00, 1.88)  0.01
C (-1.98, -0.12, 0.97)  0.02
C (-1.19, -0.17, -2.00)  0.09
C (2.07, -0.19, -1.44)  0.83
C (-0.47, -0.01, 0.90)  0.08
O (-0.46, 2.07, -0.80)  0.29
O (3.09, 0.71, -1.16)  0.13
P (-0.13, 0.64, -0.80)  0.52
H (0.08, -1.60, 2.19)  0.00
H (-0.01, -2.11, 0.39)  0.00
H (1.24, -1.04, 0.94)  0.02
H (-0.38, 1.80, 2.23)  0.00
H (1.11, 1.45, 1.34)  0.00
H (0.61, 0.43, 2.77)  0.00
H (-2.40, -0.17, 2.05)  0.01
H (-2.55, 0.68, 0.48)  0.00
H (-2.14, -1.12, 0.54)  0.00
H (-2.33, 0.02, -1.77)  0.02
H (-0.98, -0.08, -3.03)  0.00
H (-1.07, -1.23, -1.74)  -0.01
H (2.48, -1.07, -1.07)  -0.01
H (1.93, -0.17, -2.55)  -0.01
H (3.00, 1.60, -1.49)  0.02

Values from the calculation:
* spin multiplicity: 3
* calculated total energy: -729.24663 hartree
* total charge: 0
* highest occupied orbital energy (spin up / spin down): -5.3 / -9.7 eV

No. 3
Below is a cluster of 2 separate species, C6H15P in total in a non-equilibrium geometry, with properties calculated with ωB97M-V/def2-TZVPD.

Each line ends with the Mulliken charge.
Positions of all 22 atoms, in Å:
C (3.06, 1.25, -1.59)  -0.91
P (2.92, 0.16, -0.32)  0.37
C (2.67, 1.04, 1.26)  -0.88
H (2.84, 0.80, -2.56)  0.27
H (2.18, 1.92, -1.54)  0.24
H (2.02, -0.75, 0.02)  0.00
H (4.04, -0.58, -0.14)  0.04
H (3.52, 0.83, 1.96)  0.31
H (2.63, 2.13, 1.14)  0.30
H (1.75, 0.74, 1.69)  0.29
C (-1.18, -0.27, 1.02)  -0.81
C (-2.15, -0.53, 0.20)  1.10
C (-2.00, -0.55, -1.20)  -1.36
C (-3.55, -1.09, 0.46)  -1.37
H (-0.18, 0.06, 0.71)  -0.05
H (-1.30, -0.35, 2.05)  0.32
H (-1.54, -1.43, -1.69)  0.24
H (-1.34, 0.26, -1.38)  0.41
H (-2.93, -0.28, -1.74)  0.39
H (-3.49, -1.66, 1.44)  0.33
H (-4.09, -0.24, 0.66)  0.37
H (-3.87, -1.44, -0.47)  0.38

Values from the calculation:
* relative energy (zero: lowest compared OMol25 entry of this formula, charge and spin): 81.1 kcal/mol
* spin multiplicity: 1
* calculated total energy: -578.78818 hartree
* SMILES: C=[PH2]C.C=C(C)C
* total charge: 0
* highest occupied orbital energy: -8.0 eV

No. 4
Below is a cluster of 2 separate species, C6H15P in total in a non-equilibrium geometry, with properties calculated with ωB97M-V/def2-TZVPD.

Each line ends with the Mulliken charge.
Positions of all 22 atoms, in Å:
C (2.13, -1.80, 0.25)  -1.11
C (1.37, 1.31, -0.64)  -1.56
C (-1.83, 1.40, 0.97)  -1.15
C (0.94, -0.81, 0.56)  -0.19
C (0.43, 0.11, -0.50)  -0.22
C (-1.71, 0.63, -0.28)  -0.09
P (-2.41, -1.07, -0.24)  -0.09
H (2.50, -2.31, 1.27)  0.27
H (1.79, -2.46, -0.56)  0.33
H (2.92, -1.12, -0.03)  0.33
H (2.22, 0.96, -1.08)  0.51
H (0.87, 2.02, -1.30)  0.34
H (1.64, 1.56, 0.38)  0.37
H (-1.70, 0.73, 1.90)  0.28
H (-1.13, 2.33, 0.82)  0.22
H (-2.79, 1.68, 1.18)  0.49
H (0.05, -1.54, 0.86)  0.16
H (1.17, -0.09, 1.49)  0.27
H (0.16, -0.28, -1.40)  0.49
H (-1.81, 1.28, -1.26)  0.36
H (-1.53, -1.61, -1.14)  -0.01
H (-3.30, -0.90, -1.24)  0.01

Values from the calculation:
* relative energy (zero: lowest compared OMol25 entry of this formula, charge and spin): 75.9 kcal/mol
* spin multiplicity: 1
* calculated total energy: -578.79655 hartree
* total charge: 0
* highest occupied orbital energy: -8.3 eV

No. 5
Below is a cluster of 2 separate species, C6H16 in total in a non-equilibrium geometry, with properties calculated with ωB97M-V/def2-TZVPD.

Each line ends with the Mulliken spin population.
Positions of all 22 atoms, in Å:
C (1.26, -1.44, 0.18)  -1.21
C (2.33, -0.41, -0.49)  0.84
C (0.49, -2.13, -0.95)  0.54
H (1.77, -2.13, 0.91)  -0.20
H (0.79, -0.83, 0.79)  0.76
H (1.78, 0.55, -0.78)  0.02
H (1.04, -2.72, -1.70)  -0.14
H (-0.25, -2.82, -0.58)  -0.20
H (-0.20, -1.38, -1.44)  0.08
H (3.13, -0.02, 0.22)  -0.26
H (2.75, -0.68, -1.44)  -0.22
C (-1.32, 1.83, 0.48)  0.63
C (-1.34, 1.20, -0.84)  1.56
C (-1.42, 0.94, 1.74)  1.41
H (-0.44, 2.48, 0.54)  -0.47
H (-2.16, 2.49, 0.49)  -0.27
H (-0.49, 0.47, -1.02)  0.06
H (-2.36, 0.50, 1.89)  -0.84
H (-0.77, 0.04, 1.58)  -0.05
H (-1.30, 1.81, -1.69)  -0.57
H (-2.29, 0.72, -0.96)  -0.53
H (-0.96, 1.54, 2.51)  0.05

Values from the calculation:
* relative energy (zero: lowest compared OMol25 entry of this formula, charge and spin): 30.5 kcal/mol
* spin multiplicity: 2
* calculated total energy: -238.08506 hartree
* total charge: -1
* highest occupied orbital energy (spin up / spin down): 1.6 / -7.4 eV